Entry 1:
Here is 2 unconnected molecules or ions with the total composition C5H9NO from the Open Molecules 2025 dataset. Energies are from ωB97M-V/def2-TZVPD.

Element x y z (Å)
C1 -2.556 0.629 1.671
C2 -1.265 0.332 0.948
C3 -0.481 1.291 0.502
O1 0.151 2.212 0.149
H1 -2.828 1.685 1.580
H2 -2.483 0.395 2.740
H3 -3.379 0.039 1.254
H4 -0.912 -0.682 0.809
C4 0.646 -1.356 -1.630
N1 1.098 -0.514 -0.805
C5 2.515 -0.220 -0.815
H5 1.274 -1.903 -2.347
H6 -0.427 -1.557 -1.645
H7 2.886 -0.214 0.213
H8 3.110 -0.927 -1.413
H9 2.652 0.790 -1.214

Summary:
relative energy (zero: lowest compared OMol25 entry of this formula, charge and spin) = 253.5 kJ/mol
SMILES = CC=C=O.C=NC
frontier orbital gap = 9.26 eV
E_LUMO = 0.934 eV

Löwdin atomic charge list, values in e, 6 entries:
1. C -0.115
2. C -0.172
3. C -0.239
4. O 0.136
5. H 0.075
6. H 0.068

=====

Entry 2:
Here is a molecular structure, C11H12N2O4SeV from the Open Molecules 2025 dataset. Energies are from ωB97M-V/def2-TZVPD.

Element x y z (Å)
V1 0.040 1.282 -1.575
C1 0.014 1.619 0.353
O1 -0.002 1.824 1.501
C2 0.081 3.211 -1.867
O2 0.107 4.369 -1.983
C3 -1.874 1.010 -1.634
O3 -3.015 0.757 -1.660
C4 1.955 0.995 -1.639
O4 3.093 0.724 -1.682
C5 0.028 0.016 -3.293
H1 0.920 -0.604 -3.475
H2 -0.871 -0.598 -3.460
C6 0.025 1.414 -3.639
H3 -0.889 1.892 -4.018
H4 0.926 1.892 -4.050
C7 2.429 -1.233 1.671
N1 1.040 -1.362 2.066
C8 0.607 -1.518 3.371
C9 -0.742 -1.444 3.347
N2 -1.123 -1.201 2.037
C10 -2.486 -1.005 1.578
C11 -0.026 -1.203 1.236
Se1 0.049 -1.157 -0.642
H5 3.040 -1.737 2.422
H6 2.733 -0.178 1.613
H7 2.585 -1.702 0.697
H8 1.298 -1.690 4.172
H9 -1.456 -1.522 4.135
H10 -3.136 -1.100 2.449
H11 -2.595 -0.002 1.150
H12 -2.757 -1.750 0.820

Summary:
2S+1 = 3
relative energy (zero: lowest compared OMol25 entry of this formula, charge and spin) = 5.6 kJ/mol
charge = +3
frontier orbital gap (spin up / spin down) = 6.95 / 5.29 eV
E_LUMO (spin up / spin down) = -14.009 / -15.360 eV

Löwdin atomic charge list, values in e, 6 entries:
1. V 0.192
2. C -0.094
3. O 0.217
4. C -0.020
5. O 0.282
6. C -0.063

=====

Entry 3:
Here is C6H8N2 in the gas phase from the Open Molecules 2025 dataset. Energies are from ωB97M-V/def2-TZVPD.

Element x y z (Å)
N1 2.973 1.949 -1.233
C1 1.993 1.391 -0.975
C2 0.821 0.717 -0.478
C3 0.010 0.109 -1.408
C4 -1.172 -0.663 -0.981
N2 -1.408 -0.474 0.437
C5 -0.308 -0.543 1.356
C6 0.608 0.648 0.984
H1 0.206 0.281 -2.457
H2 -2.088 -0.477 -1.616
H3 -0.957 -1.759 -1.013
H4 -2.131 -1.154 0.861
H5 -0.673 -0.504 2.446
H6 0.290 -1.614 1.226
H7 1.583 0.511 1.421
H8 0.252 1.583 1.429

Summary:
relative energy (zero: lowest compared OMol25 entry of this formula, charge and spin) = 138.2 kJ/mol
SMILES = N#CC1=CCNCC1
frontier orbital gap = 9.58 eV
E_LUMO = 0.569 eV

Löwdin atomic charge list, values in e, 6 entries:
1. N 0.150
2. C -0.195
3. C -0.236
4. C -0.009
5. C -0.227
6. N -0.130

=====

Entry 4:
Here is a gas-phase ion, C8H12FO3 (charge -1) from the Open Molecules 2025 dataset. Energies are from ωB97M-V/def2-TZVPD.

Element x y z (Å)
C1 -1.772 -1.473 -0.760
C2 -1.268 -0.399 -0.274
C3 0.219 -0.262 -0.097
O1 0.936 -1.111 -1.033
C4 0.662 1.114 -0.400
C5 0.325 1.486 -1.879
C6 0.106 2.230 0.622
C7 0.462 -0.720 1.363
F1 1.649 -0.291 1.971
C8 0.510 -2.360 1.651
O2 0.876 -3.133 0.777
O3 0.205 -2.594 2.852
H1 -2.852 -1.661 -0.883
H2 -1.118 -2.284 -0.817
H3 -1.841 0.405 0.185
H4 0.824 -1.993 -0.659
H5 1.735 1.253 -0.332
H6 -0.682 1.192 -2.250
H7 1.036 1.055 -2.540
H8 0.688 2.545 -1.912
H9 -0.997 2.420 0.349
H10 0.306 1.766 1.664
H11 0.477 3.275 0.558
H12 -0.487 -0.459 1.845

Summary:
SMILES = C=C[C@@](O)(C(C)C)[C@H](F)C(=O)[O-]
charge = -1
frontier orbital gap = 8.00 eV
E_LUMO = 3.455 eV

Löwdin atomic charge list, values in e, 6 entries:
1. C 0.042
2. C -0.139
3. C -0.483
4. O -0.019
5. C -0.344
6. C -0.066

=====

Entry 5:
Here is 23 unconnected molecules or ions with the total composition C33H32BrCl66NO2 from the Open Molecules 2025 dataset. Energies are from ωB97M-V/def2-TZVPD.

Element x y z (Å)
C1 3.019 -1.746 -0.169
C2 3.210 -0.229 -0.148
Br1 3.261 0.320 1.737
C3 2.124 0.587 -0.943
C4 0.949 -0.308 -1.281
C5 0.888 -0.982 -2.488
C6 -0.184 -1.814 -2.725
C7 -1.124 -1.956 -1.760
C8 -1.086 -1.277 -0.559
C9 -0.028 -0.441 -0.316
C10 -2.284 -1.643 0.275
O1 -2.691 -1.164 1.305
N1 -2.934 -2.720 -0.441
C11 -2.355 -2.819 -1.731
O2 -2.716 -3.490 -2.672
H1 3.880 -2.177 0.357
H2 2.148 -2.079 0.400
H3 3.026 -2.172 -1.175
H4 4.157 -0.003 -0.638
H5 2.554 1.046 -1.837
H6 1.764 1.398 -0.309
H7 1.693 -0.828 -3.198
H8 -0.302 -2.403 -3.649
H9 0.028 0.086 0.632
H10 -2.755 -3.611 0.025
C12 -5.349 -3.845 -4.321
Cl1 -4.833 -5.384 -5.015
Cl2 -5.510 -2.617 -5.579
Cl3 -6.866 -4.032 -3.437
H11 -4.587 -3.521 -3.622
C13 -1.387 -6.488 -4.015
Cl4 -1.053 -8.216 -3.851
Cl5 -0.404 -5.544 -2.904
Cl6 -1.121 -5.952 -5.674
H12 -2.427 -6.316 -3.765
C14 0.644 -7.599 0.220
Cl7 0.078 -5.946 0.472
Cl8 2.386 -7.695 0.473
Cl9 -0.208 -8.718 1.284
H13 0.431 -7.876 -0.806
C15 -0.127 4.555 -0.377
Cl10 -1.081 3.079 -0.540
Cl11 0.073 4.989 1.320
Cl12 1.442 4.380 -1.162
H14 -0.661 5.359 -0.872
C16 -8.937 -0.749 -3.417
Cl13 -9.418 -0.650 -1.721
Cl14 -10.350 -0.700 -4.473
Cl15 -7.814 0.553 -3.817
H15 -8.431 -1.693 -3.568
C17 5.025 3.872 2.862
Cl16 3.377 4.285 2.398
Cl17 6.107 3.966 1.457
Cl18 5.579 4.917 4.167
H16 5.031 2.850 3.220
C18 -11.389 2.987 -0.037
Cl19 -13.121 2.730 -0.246
Cl20 -10.831 2.307 1.493
Cl21 -10.488 2.281 -1.382
H17 -11.204 4.053 -0.023
C19 5.696 2.499 7.370
Cl22 5.432 1.777 5.777
Cl23 5.598 4.261 7.311
Cl24 4.537 1.852 8.531
H18 6.691 2.227 7.697
C20 -8.588 -2.092 1.474
Cl25 -9.049 -0.421 1.811
Cl26 -6.835 -2.282 1.543
Cl27 -9.382 -3.199 2.598
H19 -8.915 -2.336 0.472
C21 9.924 4.836 3.962
Cl28 8.609 4.581 2.819
Cl29 9.282 5.130 5.586
Cl30 11.025 3.454 3.975
H20 10.483 5.711 3.655
C22 4.002 7.892 6.351
Cl31 3.475 9.569 6.504
Cl32 5.754 7.767 6.556
Cl33 3.167 6.862 7.514
H21 3.754 7.547 5.355
C23 12.205 3.771 7.675
Cl34 13.159 2.338 7.279
Cl35 11.309 3.528 9.175
Cl36 13.241 5.196 7.789
H22 11.492 3.934 6.876
C24 -2.185 -4.559 -9.187
Cl37 -1.256 -6.001 -9.604
Cl38 -3.158 -4.845 -7.741
Cl39 -1.109 -3.174 -8.946
H23 -2.847 -4.333 -10.011
C25 1.547 -3.698 -6.600
Cl40 0.839 -2.849 -5.216
Cl41 2.388 -2.565 -7.660
Cl42 2.635 -4.971 -6.051
H24 0.742 -4.155 -7.162
C26 6.484 -6.624 0.386
Cl43 5.901 -4.976 0.640
Cl44 8.231 -6.710 0.619
Cl45 5.653 -7.750 1.461
H25 6.264 -6.906 -0.635
C27 -2.370 -0.522 4.665
Cl46 -2.844 1.156 4.925
Cl47 -0.622 -0.710 4.847
Cl48 -3.229 -1.593 5.779
H26 -2.641 -0.801 3.654
C28 2.061 7.951 -3.564
Cl49 2.997 6.554 -4.106
Cl50 1.196 7.578 -2.073
Cl51 3.107 9.355 -3.345
H27 1.330 8.185 -4.328
C29 -1.873 6.990 -4.682
Cl52 -2.569 7.944 -3.372
Cl53 -0.709 7.952 -5.603
Cl54 -1.113 5.528 -4.053
H28 -2.672 6.698 -5.351
C30 -12.649 6.006 -2.487
Cl55 -14.262 5.306 -2.604
Cl56 -12.508 7.430 -3.518
Cl57 -12.263 6.416 -0.811
H29 -11.933 5.268 -2.830
C31 12.152 1.801 12.974
Cl58 12.441 0.508 14.141
Cl59 12.803 1.377 11.392
Cl60 10.427 2.163 12.860
H30 12.661 2.691 13.322
C32 -5.383 -5.364 -12.214
Cl61 -6.338 -6.839 -12.346
Cl62 -5.233 -4.867 -10.525
Cl63 -3.787 -5.583 -12.935
H31 -5.895 -4.578 -12.754
C33 -2.642 -5.383 6.315
Cl64 -4.361 -5.677 6.038
Cl65 -2.138 -6.040 7.874
Cl66 -1.673 -6.069 5.007
H32 -2.479 -4.313 6.329

Summary:
frontier orbital gap = 9.33 eV
E_LUMO = -0.854 eV

Löwdin atomic charge list, values in e, 6 entries:
1. C -0.159
2. C -0.684
3. Br 0.690
4. C -0.180
5. C -0.236
6. C -0.015